# C21H21N4O2RuS

A structure of composition C21H21N4O2RuS (wB97M-V/def2-TZVPD, OMol25).

The geometry in XYZ format:
```
50
Properties=species:S:1:pos:R:3:forces:R:3
C 5.0778 0.5882 -1.2921 0.09 0.10 0.26
O 2.2703 -3.4312 0.7077 -0.33 -0.03 -0.63
H 1.7309 1.0682 -1.8429 0.18 0.01 -0.01
H -6.0879 -1.3987 -1.6364 -0.05 0.01 -0.01
C -1.5345 1.7311 -0.5846 2.13 -0.13 0.49
O 1.0660 -1.5352 0.8953 0.31 0.44 -0.23
H -3.2953 4.7468 1.0586 -0.02 0.01 -0.02
H 3.4443 -4.1242 2.1966 -0.06 0.07 -0.07
H -1.4125 -1.4431 1.6624 0.10 0.22 -0.07
C -0.8971 2.9703 -0.5466 0.08 0.05 -0.08
H 1.4208 -3.5900 -1.4788 -0.07 0.19 -0.10
H -0.9866 4.9797 0.1892 -0.06 0.07 -0.06
H -1.8249 0.1893 1.7814 -0.11 -0.28 -0.05
C -4.4308 -2.3292 -0.6406 -0.28 0.35 -0.29
H 0.9771 -1.5456 -2.6358 -0.11 0.04 0.38
H -4.5241 2.6254 0.7623 -0.07 -0.08 0.05
H 6.1211 0.9342 0.5605 0.16 -0.07 -0.02
C -2.8109 -0.8338 0.3182 -1.66 0.14 -0.94
C 3.9977 1.1722 0.7436 -0.64 0.01 -0.03
Ru 0.1104 0.3290 -0.3227 -2.54 -0.40 1.72
C -2.8629 1.6018 -0.1294 0.31 -0.35 -0.10
H 5.9767 0.3487 -1.8394 0.04 0.03 -0.06
C -4.7010 0.0571 -0.8997 0.26 -0.17 0.02
N 1.0890 -2.7426 -1.0332 0.02 -0.10 -0.25
H -2.7017 -2.9719 0.4439 0.01 -0.17 0.16
N 0.4338 -1.7483 -1.7908 -0.52 0.43 0.43
C 1.4610 -2.5034 0.2515 0.16 0.04 0.10
H 3.1103 -2.3683 2.2933 -0.04 -0.09 -0.08
H -4.7860 -3.3310 -0.8191 -0.04 -0.11 -0.03
C -5.1646 -1.2346 -1.1013 0.15 -0.29 0.15
S 3.7529 1.5758 2.4236 -0.44 -0.03 -0.47
C 3.8536 0.6194 -1.9658 -0.20 -0.10 -0.10
C -3.5019 0.2803 -0.2311 0.25 -0.90 0.35
H -5.2549 0.8900 -1.3025 -0.01 0.16 -0.05
C 5.1701 0.8969 0.0537 0.03 -0.05 -0.11
H 3.8427 0.4316 -3.0284 -0.05 0.01 -0.10
C -3.5032 2.7145 0.4212 0.31 -0.34 -0.29
C -1.5169 4.0429 0.0905 -0.29 0.00 0.00
C -2.8156 3.9072 0.5742 0.41 0.31 -0.13
H 0.0775 3.1265 -1.0112 -0.13 -0.08 0.19
C 2.6833 0.9201 -1.2958 -0.33 0.13 0.48
N 1.6833 1.4231 0.9110 -1.36 -0.80 -0.93
C -3.2608 -2.1307 0.0617 0.31 0.39 0.22
C 2.0623 1.6442 2.1316 0.28 0.12 0.36
H 1.3770 1.8814 2.9265 -0.14 -0.05 0.14
C 2.7532 1.1578 0.0854 1.13 0.16 -0.15
N -1.7210 -0.6136 1.1612 2.44 1.10 -0.70
C 2.6907 -3.3511 2.0757 0.09 0.05 0.57
H 1.8501 -3.5516 2.7395 0.02 0.03 -0.07
H -0.4903 -2.0764 -2.0911 0.29 -0.06 0.14
```
Forces are in eV/Å.

Values from the calculation:
Charge   +2
Energy relative to the best compared isomer or geometry (same formula, charge and spin)   345.2 kJ/mol
Expectation value of S²   0.826
2S+1   2
Energy   -1674.77716 hartree
HOMO-LUMO gap (spin up / spin down)   5.579 / 6.263 eV